(1)
Entry from the Open Molecules 2025 dataset: C29H34AsN4NaO2S3 as an isolated structure (ωB97M-V/def2-TZVPD).

Element x y z (Å)
Na  -0.59  0.08  0.04
C  2.67  4.63  -1.06
O  4.03  4.45  -0.67
C  4.25  3.79  0.50
C  3.25  3.47  1.42
C  3.56  2.73  2.55
C  4.86  2.28  2.77
C  5.86  2.68  1.90
C  5.57  3.42  0.77
N  5.25  1.50  3.91
N  4.55  0.56  4.36
C  3.41  0.04  3.71
C  2.31  -0.20  4.52
C  1.04  -0.41  4.02
C  0.77  -0.40  2.63
O  -0.37  -0.48  2.12
C  1.98  -0.34  1.76
N  1.77  -0.46  0.43
C  2.79  -0.49  -0.38
C  4.12  -0.42  0.07
C  4.35  -0.25  1.41
C  3.27  -0.17  2.31
H  2.70  5.07  -2.05
H  2.14  5.30  -0.38
H  2.13  3.68  -1.10
H  2.22  3.74  1.24
H  2.76  2.45  3.22
H  6.88  2.36  2.10
H  6.34  3.69  0.06
H  2.47  -0.12  5.59
H  0.19  -0.53  4.68
H  2.56  -0.56  -1.44
H  4.93  -0.48  -0.64
H  5.36  -0.18  1.79
C  -0.54  1.42  -4.45
C  -1.04  1.30  -3.02
S  -1.41  -0.37  -2.54
C  -1.16  2.41  -2.26
C  -0.82  3.77  -2.82
S  -1.69  2.51  -0.56
H  -0.47  0.42  -4.89
H  0.45  1.88  -4.51
H  -1.21  2.01  -5.08
H  -0.82  3.80  -3.92
H  0.16  4.11  -2.49
H  -1.54  4.51  -2.46
N  -3.59  -0.35  0.64
C  -4.88  -0.39  0.21
C  -5.61  0.79  0.00
C  -6.94  0.74  -0.37
C  -7.60  -0.48  -0.54
C  -6.88  -1.65  -0.36
C  -5.54  -1.61  0.01
H  -3.09  0.52  0.53
H  -3.04  -1.19  0.52
H  -5.10  1.74  0.10
H  -7.47  1.67  -0.53
H  -8.64  -0.50  -0.84
H  -7.36  -2.61  -0.51
H  -4.99  -2.54  0.15
C  -3.07  -4.95  -1.04
As  -1.25  -4.73  -0.43
C  -0.25  -4.41  -2.05
C  -0.73  -6.52  0.11
S  -0.99  -3.25  0.98
H  -3.16  -5.84  -1.67
H  -3.35  -4.06  -1.61
H  -3.72  -5.03  -0.17
H  -0.37  -5.25  -2.75
H  0.80  -4.28  -1.79
H  -0.61  -3.48  -2.50
H  -0.93  -7.24  -0.68
H  -1.28  -6.78  1.01
H  0.34  -6.51  0.34

Summary:
HOMO energy: -0.09 eV
Charge: -2
Orbital gap: 3.8 eV
DFT total energy: -5087.6626 hartree
Energy relative to the best compared isomer or geometry (same formula, charge and spin): 59.40 kJ/mol

Here are the Löwdin charges for atoms 1 to 5, given in e: Na -0.028; C -0.080; O -0.098; C -0.289; C 0.004

(2)
Entry from the Open Molecules 2025 dataset: an isolated ion of composition C29H34F5N4O and charge +1 (ωB97M-V/def2-TZVPD).

Element x y z (Å)
C  1.10  -3.23  1.34
N  -0.22  -3.83  1.38
C  -0.22  -5.29  1.41
C  -1.54  -5.77  1.93
C  -2.70  -5.15  1.20
N  -2.53  -3.70  1.19
C  -3.75  -2.98  0.85
C  -1.33  -3.13  1.12
C  -1.19  -1.65  0.77
C  -0.81  -1.38  -0.66
C  -0.59  0.11  -0.84
C  0.54  0.72  -0.42
N  0.93  2.00  -0.69
C  2.12  2.55  -0.07
C  2.05  2.64  1.45
C  3.22  3.37  2.03
C  3.08  4.63  2.61
F  1.85  5.21  2.63
C  4.16  5.34  3.11
F  3.99  6.57  3.64
C  5.44  4.78  3.05
F  6.50  5.44  3.54
C  5.61  3.51  2.49
F  6.84  2.96  2.44
C  4.50  2.82  1.99
F  4.70  1.62  1.40
C  2.23  3.93  -0.73
O  3.12  4.76  -0.59
N  1.16  4.06  -1.57
C  0.94  5.28  -2.32
C  0.21  2.94  -1.57
C  -1.13  3.39  -0.96
C  0.00  2.40  -2.98
C  -1.82  -2.03  -1.64
C  -1.81  -3.41  -1.86
C  -2.90  -4.03  -2.48
C  -3.93  -3.26  -3.01
C  -3.86  -1.87  -2.95
C  -2.80  -1.26  -2.27
H  1.14  -2.30  1.92
H  1.80  -3.94  1.78
H  1.42  -3.03  0.30
H  -0.01  -5.68  0.40
H  0.59  -5.59  2.08
H  -1.59  -6.86  1.84
H  -1.62  -5.53  2.99
H  -2.78  -5.52  0.16
H  -3.64  -5.36  1.72
H  -3.76  -1.97  1.26
H  -3.90  -2.94  -0.24
H  -4.60  -3.53  1.29
H  -2.12  -1.13  1.00
H  -0.42  -1.23  1.43
H  0.17  -1.85  -0.86
H  -1.42  0.69  -1.24
H  1.27  0.16  0.18
H  3.02  1.97  -0.33
H  1.12  3.15  1.74
H  2.02  1.61  1.84
H  1.68  6.02  -2.01
H  1.05  5.09  -3.40
H  -0.07  5.66  -2.13
H  -0.96  3.85  0.02
H  -1.59  4.14  -1.63
H  -1.81  2.55  -0.85
H  0.97  2.31  -3.50
H  -0.47  1.41  -2.95
H  -0.65  3.08  -3.55
H  -0.93  -4.01  -1.57
H  -2.93  -5.12  -2.55
H  -4.78  -3.74  -3.50
H  -4.61  -1.24  -3.42
H  -2.76  -0.16  -2.24

Summary:
HOMO energy: -10.52 eV
Charge: +1
Orbital gap: 8.0 eV
DFT total energy: -1918.8281 hartree

Here are the Löwdin charges for atoms 1 to 5, given in e: C -0.008; N -0.067; C -0.132; C -0.142; C -0.128

(3)
Entry from the Open Molecules 2025 dataset: an isolated molecule of C29H34FNO4 (ωB97M-V/def2-TZVPD).

Element x y z (Å)
C  5.14  -1.55  1.63
O  4.06  -1.38  2.50
C  3.26  -0.28  2.34
C  2.23  -0.14  3.27
C  1.35  0.92  3.18
C  1.48  1.87  2.18
C  0.52  3.02  2.06
N  -0.26  2.95  0.84
C  -1.04  1.75  0.64
C  -0.43  0.81  -0.40
C  -1.20  -0.51  -0.47
C  -0.85  -1.34  0.74
C  -1.78  -1.56  1.75
C  -1.46  -2.30  2.88
C  -0.19  -2.81  2.99
F  0.14  -3.53  4.09
C  0.77  -2.61  2.01
C  0.43  -1.87  0.90
C  -0.94  -1.27  -1.78
C  -1.57  -0.57  -2.98
C  -1.34  -1.40  -4.24
O  -1.88  -2.70  -4.13
C  -1.39  -3.46  -3.04
C  -2.28  -4.71  -3.00
C  0.07  -3.90  -3.26
C  -1.54  -2.68  -1.72
C  -0.11  3.95  -0.07
O  0.68  4.87  0.10
C  -0.93  3.97  -1.29
C  -0.77  4.85  -2.34
C  -1.77  4.55  -3.28
C  -2.49  3.53  -2.74
O  -1.99  3.17  -1.55
C  2.52  1.73  1.27
C  3.40  0.67  1.34
H  4.81  -1.68  0.59
H  5.64  -2.46  1.96
H  5.85  -0.71  1.68
H  2.14  -0.88  4.06
H  0.55  1.01  3.91
H  1.06  3.97  2.03
H  -0.16  3.03  2.92
H  -2.06  2.01  0.35
H  -1.08  1.23  1.60
H  0.61  0.62  -0.14
H  -0.44  1.30  -1.37
H  -2.27  -0.28  -0.43
H  -2.78  -1.16  1.65
H  -2.19  -2.47  3.66
H  1.76  -3.03  2.13
H  1.17  -1.71  0.13
H  0.14  -1.34  -1.94
H  -1.15  0.42  -3.14
H  -2.65  -0.46  -2.82
H  -1.86  -0.96  -5.10
H  -0.27  -1.44  -4.47
H  -2.02  -5.33  -2.15
H  -3.32  -4.41  -2.93
H  -2.15  -5.28  -3.91
H  0.75  -3.05  -3.22
H  0.35  -4.61  -2.50
H  0.16  -4.36  -4.24
H  -1.07  -3.26  -0.92
H  -2.61  -2.59  -1.49
H  -0.01  5.61  -2.40
H  -1.95  5.04  -4.22
H  -3.34  2.98  -3.10
H  2.64  2.48  0.49
H  4.19  0.60  0.61

Summary:
HOMO energy: -8.42 eV
Charge: 0
Orbital gap: 9.0 eV
DFT total energy: -1581.0489 hartree

Here are the Löwdin charges for atoms 1 to 5, given in e: C -0.088; O -0.093; C -0.288; C -0.013; C -0.026

(4)
Entry from the Open Molecules 2025 dataset: C29H34N7O7S3Yb as an isolated structure (ωB97M-V/def2-TZVPD).

Element x y z (Å)
Yb  -0.42  0.24  0.17
N  1.27  2.57  4.09
C  0.82  2.08  2.91
S  0.87  0.40  2.68
N  0.37  3.04  2.09
N  -0.11  2.60  0.91
C  -0.46  3.55  0.11
C  -1.09  3.26  -1.16
C  -1.29  4.27  -2.11
C  -1.85  3.94  -3.33
C  -2.18  2.62  -3.59
C  -1.95  1.68  -2.60
N  -1.45  1.99  -1.40
H  1.73  1.96  4.73
H  1.34  3.57  4.20
H  -0.30  4.59  0.40
H  -1.00  5.28  -1.88
H  -2.01  4.71  -4.08
H  -2.59  2.31  -4.54
H  -2.15  0.63  -2.76
C  -5.90  5.85  3.14
C  -5.34  4.54  2.67
C  -6.19  3.47  2.38
C  -5.69  2.25  1.97
C  -4.31  2.10  1.84
C  -3.44  3.13  2.13
C  -3.97  4.35  2.54
S  -3.70  0.53  1.33
O  -4.27  -0.50  2.14
O  -2.24  0.69  1.33
N  -4.24  0.35  -0.19
C  -4.79  -0.94  -0.64
C  -3.97  -1.61  -1.74
C  -2.54  -1.96  -1.35
O  -2.16  -3.13  -1.38
O  -1.80  -0.97  -1.02
H  -6.78  6.13  2.56
H  -5.17  6.65  3.06
H  -6.20  5.78  4.19
H  -7.26  3.60  2.48
H  -6.35  1.42  1.75
H  -2.37  2.99  2.06
H  -3.29  5.17  2.78
H  -3.62  0.80  -0.85
H  -5.80  -0.75  -1.02
H  -4.87  -1.59  0.23
H  -3.93  -0.95  -2.62
H  -4.48  -2.52  -2.04
C  -0.57  -7.49  -0.84
C  -0.90  -6.12  -0.27
C  0.24  -5.14  -0.50
N  -0.11  -3.81  -0.01
C  -0.01  -3.35  1.22
S  -1.04  -2.14  1.80
N  0.87  -3.92  2.12
C  2.16  -4.45  2.02
O  2.59  -5.10  2.95
C  3.00  -4.11  0.84
C  2.99  -2.84  0.27
C  3.83  -2.56  -0.79
C  4.67  -3.55  -1.29
C  4.69  -4.81  -0.72
C  3.86  -5.09  0.36
H  -1.38  -8.20  -0.66
H  0.34  -7.90  -0.40
H  -0.42  -7.44  -1.92
H  -1.08  -6.20  0.81
H  -1.81  -5.72  -0.72
H  0.45  -5.05  -1.57
H  1.15  -5.50  -0.03
H  -0.85  -3.34  -0.57
H  0.60  -3.76  3.09
H  2.36  -2.06  0.68
H  3.84  -1.57  -1.21
H  5.32  -3.32  -2.13
H  5.35  -5.57  -1.10
H  3.88  -6.06  0.83
O  0.58  0.30  -2.08
C  1.67  0.51  -1.51
O  1.80  0.38  -0.26
H  2.54  0.84  -2.10

Summary:
HOMO energy (spin up / spin down): -7.44 / -7.44 eV
Charge: 0
Orbital gap (spin up / spin down): 7.1 / 7.1 eV
2S+1: 2
<S²>: 0.75
DFT total energy: -4388.9720 hartree
Energy relative to the best compared isomer or geometry (same formula, charge and spin): 6.56 kJ/mol

Here are the Löwdin charges for atoms 1 to 5, given in e: Yb 1.457; N 0.062; C -0.889; S 0.552; N -0.033

(5)
Entry from the Open Molecules 2025 dataset: C29H35AuFN4O6 as an isolated structure (ωB97M-V/def2-TZVPD).

Element x y z (Å)
C  3.16  -7.14  -2.85
C  4.34  -7.92  -2.51
H  2.87  -7.22  -3.90
H  2.35  -7.31  -2.15
C  4.81  -7.84  -1.18
C  4.25  -6.89  -0.37
H  3.90  -6.01  -0.87
H  4.50  -6.84  0.68
C  5.04  -8.88  -3.44
H  4.57  -8.89  -4.42
H  5.06  -9.92  -3.07
H  6.09  -8.58  -3.56
C  5.96  -8.70  -0.66
H  6.88  -8.51  -1.23
H  5.74  -9.77  -0.71
H  6.15  -8.42  0.39
Au  0.99  -0.96  0.08
O  1.93  -2.75  -0.66
C  1.70  -3.92  -0.24
O  1.73  -2.24  2.12
C  1.04  -3.25  2.05
O  0.26  -3.71  3.04
N  0.93  -4.09  0.92
C  -0.44  -4.91  2.58
C  0.17  -5.31  1.27
H  -1.50  -4.66  2.47
H  -0.31  -5.67  3.36
H  -0.58  -5.54  0.51
H  0.87  -6.14  1.38
C  2.12  -5.09  -1.04
C  2.69  -4.90  -2.25
H  1.85  -6.05  -0.56
H  2.67  -3.87  -2.59
H  3.16  -5.70  -2.93
F  -0.08  5.01  3.38
C  -0.68  4.59  2.21
C  -0.42  3.31  1.79
C  -1.07  2.81  0.65
C  -0.85  1.45  0.20
O  0.08  0.77  0.78
C  -1.69  0.95  -0.84
C  -2.49  1.84  -1.52
N  -2.54  3.18  -1.24
C  -3.26  4.03  -2.11
C  -3.38  3.67  -3.56
C  -4.57  3.57  -2.65
C  -1.95  3.66  -0.06
C  -2.23  4.95  0.41
C  -1.58  5.46  1.56
N  -1.88  6.76  2.00
C  -3.30  7.11  2.14
C  -3.52  8.60  1.93
N  -2.59  9.30  2.84
C  -1.15  8.99  2.68
C  -1.01  7.48  2.90
C  -1.84  -0.52  -1.17
O  -2.85  -0.82  -1.82
O  -0.97  -1.39  -0.77
H  0.28  2.68  2.32
H  -3.12  1.51  -2.34
H  -3.15  5.09  -1.91
H  -3.39  4.51  -4.26
H  -2.93  2.75  -3.90
H  -4.91  2.58  -2.36
H  -5.34  4.34  -2.77
H  -2.96  5.58  -0.11
H  -3.66  6.83  3.15
H  -3.87  6.54  1.41
H  -3.29  8.93  0.91
H  -4.54  8.88  2.18
H  -2.72  10.31  2.74
H  -2.84  9.02  3.79
H  -0.59  9.55  3.43
H  -0.86  9.30  1.68
H  -1.26  7.25  3.95
H  0.03  7.20  2.71

Summary:
HOMO energy: -8.07 eV
Charge: +1
Orbital gap: 4.8 eV
DFT total energy: -2031.6019 hartree

Here are the Löwdin charges for atoms 1 to 5, given in e: C -0.061; C -0.262; H 0.094; H 0.083; C -0.320

(6)
Entry from the Open Molecules 2025 dataset: C29H35BO6PPt as an isolated structure (ωB97M-V/def2-TZVPD).

Element x y z (Å)
Pt  0.14  0.01  0.61
O  0.84  4.04  0.43
C  0.86  2.82  0.31
O  -0.10  2.05  0.67
C  2.10  2.15  -0.31
P  1.54  1.01  -1.67
C  2.30  -0.63  -1.30
C  2.04  -1.60  -2.27
C  2.61  -2.85  -2.18
C  3.46  -3.16  -1.13
C  3.70  -2.21  -0.15
C  3.12  -0.96  -0.23
C  2.86  1.45  -2.90
C  4.22  1.34  -2.62
C  5.17  1.66  -3.57
C  4.78  2.10  -4.83
C  3.43  2.23  -5.12
C  2.48  1.91  -4.16
H  2.57  1.58  0.49
H  2.78  2.91  -0.69
H  1.36  -1.36  -3.08
H  2.41  -3.60  -2.94
H  3.93  -4.13  -1.07
H  4.35  -2.45  0.68
H  3.30  -0.25  0.57
H  4.53  0.99  -1.64
H  6.22  1.57  -3.33
H  5.52  2.34  -5.58
H  3.12  2.58  -6.09
H  1.43  2.01  -4.38
C  -0.66  -2.86  0.67
O  0.33  -1.94  0.39
H  -0.19  -3.78  1.04
H  -1.21  -3.11  -0.25
H  -1.39  -2.52  1.42
C  -4.72  -1.24  -0.08
C  -3.92  0.03  -0.37
C  -4.74  1.24  0.09
O  -2.74  -0.03  0.42
B  -1.63  0.03  -0.37
O  -1.95  0.09  -1.69
C  -3.37  0.15  -1.85
C  -3.70  1.47  -2.55
C  -3.78  -1.02  -2.75
H  -4.90  -1.28  1.00
H  -4.14  -2.13  -0.34
H  -5.67  -1.24  -0.60
H  -5.01  1.09  1.14
H  -5.64  1.35  -0.50
H  -4.14  2.15  0.03
H  -3.33  2.31  -1.97
H  -4.77  1.57  -2.72
H  -3.19  1.48  -3.51
H  -3.36  -1.95  -2.38
H  -3.38  -0.85  -3.75
H  -4.87  -1.12  -2.82
C  2.57  0.37  4.46
C  1.30  0.27  3.62
O  1.47  0.47  2.36
C  0.08  -0.01  4.27
C  0.00  -0.23  5.68
C  -1.19  -0.53  6.29
C  -2.37  -0.61  5.56
C  -2.33  -0.36  4.19
C  -1.15  -0.07  3.56
H  3.41  0.58  3.81
H  2.75  -0.56  5.00
H  2.48  1.17  5.19
H  0.89  -0.16  6.29
H  -1.21  -0.69  7.36
H  -3.30  -0.84  6.05
H  -3.24  -0.39  3.60
H  -1.15  0.16  2.49

Summary:
HOMO energy: -3.88 eV
Charge: -1
Orbital gap: 5.7 eV
DFT total energy: -2063.1655 hartree
Energy relative to the best compared isomer or geometry (same formula, charge and spin): 115.13 kJ/mol

Here are the Löwdin charges for atoms 1 to 5, given in e: Pt 1.044; O 0.001; C -0.739; O -0.211; C -0.256